No. 1
# C2H5N3O2

A single C2H5N3O2 molecule in a non-equilibrium geometry (ωB97M-V with the def2-TZVPD basis set, OMol25).

ΔE to the lowest compared entry with this formula, charge and spin (eV): 5.889
SMILES: N[C@@]1(O)ON2CN21

Each line ends with the Mulliken charge.
Cartesian coordinates (Å):
C: 1.3224 -0.6485 -0.9201  -0.03
C: -0.4736 0.3651 0.2151  0.65
N: -1.7982 0.2386 0.5329  -0.42
O: -0.0556 1.6650 0.3105  -0.51
N: 0.6386 -1.4773 0.0385  -0.17
N: -0.1004 -0.3940 -0.9450  -0.45
O: 0.4169 -0.7205 1.1766  -0.35
H: 0.8302 1.6635 0.6950  0.36
H: -2.2196 -0.6208 0.2088  0.23
H: -2.2474 1.0045 1.0123  0.24
H: 2.0105 0.1007 -0.5265  0.20
H: 1.6761 -1.1765 -1.7982  0.24



No. 2
# C32H86Cl4N12O6P4

A 7-piece molecular cluster, C32H86Cl4N12O6P4 overall in a non-equilibrium geometry (ωB97M-V with the def2-TZVPD basis set, OMol25).

SMILES: CN(C)P(=O)(N(C)C)N(C)C.CN(C)P(=O)(N(C)C)N(C)C.CN(C)P(=O)(N(C)C)N(C)C.CN(C)P(=O)(N(C)C)N(C)C.O=C1CCCO1.ClCCCl.ClCCCl

Each line ends with the Mulliken charge.
Cartesian coordinates (Å):
Cl: -2.9576 19.0140 -8.1826  -0.15
C: -2.8795 20.1777 -9.4232  -0.43
C: -4.1740 20.7376 -9.9053  -0.46
Cl: -5.1085 21.5544 -8.6379  -0.17
H: -2.5173 19.6715 -10.3180  0.26
H: -2.2037 20.9063 -8.9753  0.32
H: -4.7045 19.9585 -10.4528  0.31
H: -4.0156 21.3589 -10.7868  0.32
Cl: -6.4796 13.3846 -8.3233  -0.20
C: -5.0293 13.9312 -7.4608  -0.41
C: -3.8460 12.9701 -7.8065  -0.34
Cl: -4.2013 11.2994 -7.4012  -0.17
H: -5.3447 13.9261 -6.4175  0.27
H: -4.9015 14.9493 -7.8284  0.24
H: -2.9464 13.3569 -7.3277  0.31
H: -3.7222 13.0381 -8.8873  0.30
O: -2.8117 13.3138 -2.3697  -0.83
P: -1.9538 13.4731 -1.1182  0.28
N: -0.3083 13.9935 -1.4284  0.15
C: 0.7699 14.3848 -0.4708  -1.07
C: -0.0609 14.5278 -2.8292  -0.91
N: -1.6784 11.9160 -0.3712  0.20
C: -2.7174 10.9645 -0.2423  -1.01
C: -0.6463 11.6869 0.6041  -0.91
N: -2.6547 14.5290 0.0096  0.26
C: -2.9140 15.9435 -0.4026  -0.94
C: -2.9635 14.1448 1.4086  -0.72
H: 0.5681 14.0379 0.5426  0.37
H: 0.6432 15.4651 -0.4006  0.39
H: 1.8041 14.2276 -0.7771  0.28
H: -0.3771 15.5708 -2.8434  0.29
H: -0.7341 13.8994 -3.4123  0.30
H: 0.9919 14.4696 -3.1056  0.30
H: -3.3501 10.9045 -1.1279  0.27
H: -2.4414 9.9734 0.1176  0.33
H: -3.1793 11.2205 0.7112  0.34
H: 0.2389 12.1033 0.1232  0.30
H: -0.8877 12.1857 1.5427  0.28
H: -0.4896 10.6638 0.9460  0.34
H: -1.9810 16.3443 -0.7989  0.25
H: -3.5211 16.0890 -1.2961  0.34
H: -3.1672 16.6625 0.3766  0.38
H: -1.9756 14.0586 1.8613  0.22
H: -3.5353 13.2171 1.3897  0.14
H: -3.5296 14.9792 1.8225  0.38
O: -10.0826 26.6197 1.9129  -0.83
P: -10.3142 25.6617 3.0050  0.57
N: -8.7392 25.0776 3.6176  0.17
C: -7.6394 24.6601 2.7115  -1.01
C: -8.6730 24.4396 4.9227  -1.18
N: -11.2269 24.2738 2.6881  0.30
C: -11.6559 23.9609 1.2820  -1.13
C: -11.5098 23.2004 3.6016  -1.01
N: -11.1747 26.3249 4.3277  0.31
C: -10.4426 27.1155 5.2797  -1.21
C: -12.6821 26.3799 4.4009  -1.03
H: -8.0618 24.5960 1.7087  0.30
H: -7.2689 23.6923 3.0492  0.36
H: -6.9971 25.5355 2.6147  0.30
H: -9.4308 24.7606 5.6373  0.34
H: -7.7357 24.5019 5.4755  0.35
H: -8.8459 23.3697 4.8066  0.43
H: -12.7414 23.9933 1.3754  0.41
H: -11.4952 24.8135 0.6223  0.32
H: -11.3514 23.0983 0.6892  0.32
H: -11.4058 22.2311 3.1140  0.31
H: -10.9480 23.1604 4.5348  0.26
H: -12.4420 23.5682 4.0304  0.35
H: -10.5590 26.6557 6.2611  0.37
H: -9.3972 27.3077 5.0384  0.33
H: -10.6749 28.1791 5.3341  0.35
H: -13.1294 25.8598 3.5538  0.29
H: -13.0623 27.4006 4.3595  0.32
H: -13.0244 25.8554 5.2929  0.33
O: -10.4361 22.8418 -12.7535  -0.82
P: -11.9002 22.8546 -12.6790  0.47
N: -12.5033 21.7749 -11.4798  0.26
C: -13.6490 20.9055 -11.5818  -0.92
C: -11.6280 21.5299 -10.2306  -1.04
N: -12.4993 22.4233 -14.2574  0.17
C: -12.1992 21.0906 -14.7535  -0.88
C: -12.5864 23.3720 -15.2788  -1.12
N: -12.6701 24.3356 -12.2466  0.25
C: -14.0880 24.4581 -12.4305  -1.16
C: -12.1540 25.2484 -11.2637  -1.06
H: -13.4896 20.0231 -12.2016  0.23
H: -14.4310 21.5479 -11.9867  0.28
H: -13.8894 20.5546 -10.5782  0.34
H: -10.9157 22.3419 -10.0843  0.27
H: -11.0700 20.6258 -10.4740  0.36
H: -12.2132 21.4653 -9.3133  0.39
H: -11.1122 21.0476 -14.8220  0.39
H: -12.6242 20.4041 -14.0213  0.07
H: -12.8037 20.7453 -15.5923  0.37
H: -12.6957 24.4138 -14.9774  0.36
H: -11.6426 23.2578 -15.8120  0.35
H: -13.4301 23.0260 -15.8760  0.34
H: -14.5036 25.4651 -12.4676  0.36
H: -14.5007 23.8081 -13.2020  0.34
H: -14.6608 24.1405 -11.5593  0.36
H: -12.6080 25.0078 -10.3024  0.36
H: -12.3085 26.2909 -11.5419  0.33
H: -11.0685 25.2075 -11.1728  0.34
O: -13.4102 15.7588 -6.8267  -0.82
P: -14.0968 14.4523 -7.0791  0.15
N: -15.8025 14.5510 -7.2443  0.33
C: -16.3731 15.8273 -7.5559  -1.13
C: -16.8411 13.5027 -6.9806  -0.99
N: -13.7412 13.3478 -5.8276  0.25
C: -13.9189 11.8392 -6.0032  -0.97
C: -13.1769 13.8695 -4.5638  -0.98
N: -13.6268 13.6806 -8.5242  0.21
C: -12.5187 14.4474 -9.1949  -1.10
C: -14.4357 12.9699 -9.4691  -0.87
H: -16.3057 15.9612 -8.6355  0.30
H: -15.8886 16.6883 -7.0955  0.26
H: -17.4223 15.7615 -7.2675  0.46
H: -17.2476 13.4259 -5.9721  0.27
H: -16.2566 12.5831 -7.0066  0.29
H: -17.5784 13.5396 -7.7826  0.46
H: -14.7094 11.4737 -5.3477  0.31
H: -14.1228 11.5694 -7.0394  0.28
H: -12.9792 11.3826 -5.6924  0.40
H: -13.4697 13.1855 -3.7672  0.37
H: -12.0919 13.8871 -4.6670  0.30
H: -13.4889 14.8738 -4.2775  0.28
H: -12.9332 15.1884 -9.8783  0.38
H: -11.9723 15.1062 -8.5199  0.35
H: -11.8583 13.8344 -9.8082  0.36
H: -14.9617 12.1573 -8.9679  0.19
H: -13.9470 12.7905 -10.4267  0.36
H: -15.1637 13.7453 -9.7072  0.31
O: -7.7333 20.3718 -2.0724  -0.63
C: -7.9731 19.6776 -3.0964  0.52
O: -7.0618 19.5075 -4.0938  -0.31
C: -7.4213 18.3903 -4.9495  -0.35
C: -8.5886 17.7506 -4.1899  -0.57
C: -9.2111 18.9820 -3.4787  -0.38
H: -6.6335 17.6483 -5.0799  0.28
H: -7.8536 18.7507 -5.8830  0.30
H: -8.2313 16.9108 -3.5938  0.28
H: -9.2648 17.2986 -4.9156  0.31
H: -10.0281 18.7456 -2.7970  0.32
H: -9.6777 19.5940 -4.2506  0.23



Number 1: frontier orbital gap 10.058 eV, DFT total energy -10715.9215 eV. Number 2: frontier orbital gap 8.243 eV, DFT total energy -151988.9205 eV.